# 1
{"formula": "CH2O4S", "method": "the ωB97M-V functional and the def2-TZVPD basis", "homo_lumo_gap_ev": 11.360, "de_lowest_kj_mol": 109.15, "energy_ev": -20093.1081, "elements": ["C", "O", "O", "O", "O", "S", "H", "H"], "positions_angstrom": [[1.29616, -0.60948, 0.35835], [-1.13714, 1.63262, -0.09950], [-1.77335, -0.68405, -0.87441], [-0.03339, -0.50373, 0.96951], [1.52812, -0.01733, -0.61500], [-1.51890, 0.02234, 0.37230], [2.05744, -1.29133, 0.75076], [-0.41893, 1.45095, -0.86201]]}

# 2
{"formula": "C2H6O2Rh", "method": "the ωB97M-V functional and the def2-TZVPD basis", "homo_lumo_gap_ev": [6.215, 7.546], "de_lowest_kj_mol": 142.93, "energy_ev": -9244.9640, "multiplicity": 6, "charge": 2, "elements": ["O", "Rh", "C", "C", "H", "H", "H", "H", "H", "O", "H"], "positions_angstrom": [[-1.63734, 2.46369, 0.98799], [-2.14978, 0.50265, -0.39052], [-1.28520, 2.23140, -2.56869], [-0.11701, 1.45897, -3.08175], [-0.99018, 2.85351, 0.26028], [-1.50669, 3.23972, -2.94376], [0.25386, 0.74584, -2.32710], [-0.37177, 0.91170, -3.99986], [0.72927, 2.12893, -3.32816], [-2.16278, 1.68684, -1.70618], [-2.41569, 2.37911, 0.31831]]}

# 3
{"formula": "C5H11NO", "method": "the ωB97M-V functional and the def2-TZVPD basis", "homo_lumo_gap_ev": [10.236, 5.011], "de_lowest_kj_mol": 364.90, "energy_ev": -8889.5545, "multiplicity": 2, "charge": 1, "elements": ["C", "C", "C", "C", "C", "O", "N", "H", "H", "H", "H", "H", "H", "H", "H", "H", "H", "H"], "positions_angstrom": [[1.76358, 0.81324, -1.54506], [1.01688, 0.36421, -0.17606], [0.09157, -0.77627, -0.40320], [-0.90135, -0.92955, 0.81115], [-2.24045, -0.11032, 0.57290], [-2.35084, 0.85074, -0.16803], [2.01046, -0.09823, 0.92114], [1.72608, 0.00063, -2.14569], [1.41964, 1.75524, -2.15155], [2.88006, 0.77012, -1.41536], [0.74644, 1.29625, 0.35616], [0.61076, -1.73100, -0.43789], [-0.13924, -0.65603, -1.45146], [-0.52122, -0.50566, 1.79756], [-1.08342, -2.07796, 0.64892], [-3.12789, -0.42616, 1.24912], [1.76181, -1.09123, 1.07491], [2.07920, 0.37962, 1.81314]]}

# 4
{"formula": "C4H12NO3", "method": "the ωB97M-V functional and the def2-TZVPD basis", "homo_lumo_gap_ev": 6.778, "de_lowest_kj_mol": 108.51, "energy_ev": -11974.8280, "charge": -1, "elements": ["C", "O", "C", "C", "C", "O", "N", "H", "H", "H", "H", "H", "H", "H", "H", "H", "H", "H", "H", "O"], "positions_angstrom": [[1.42770, 0.18257, 0.04327], [1.75892, -0.87249, 0.81973], [0.11508, -0.08237, -0.84914], [-0.99439, 0.76472, -0.25613], [-2.22560, 1.04403, -1.16340], [-3.34543, 1.51969, -0.43291], [-0.21190, -1.50799, -0.65425], [1.36141, 1.02517, 0.80509], [2.29816, 0.52023, -0.60565], [0.21708, 0.08248, -1.93495], [-1.31900, 0.26885, 0.65383], [-0.62233, 1.72919, 0.10141], [-1.92412, 1.96102, -1.71505], [-2.42920, 0.20723, -1.80587], [-3.80743, 0.80980, 0.02378], [0.08074, -1.79071, 0.31529], [0.52186, -1.99691, -1.14465], [2.68021, -0.92338, 2.01312], [3.10915, -1.94164, 2.94545], [3.30909, -0.99950, 2.84103]]}

# 5
{"formula": "C50H63BClN11O6PS3Ti", "method": "the ωB97M-V functional and the def2-TZVPD basis", "homo_lumo_gap_ev": [4.801, 7.014], "energy_ev": -159664.8642, "multiplicity": 3, "charge": -1, "elements": ["Ti", "C", "C", "C", "C", "C", "C", "N", "N", "B", "N", "C", "C", "C", "N", "C", "C", "C", "N", "C", "C", "C", "N", "C", "C", "C", "H", "H", "H", "H", "H", "H", "H", "H", "H", "H", "H", "H", "H", "H", "H", "H", "H", "H", "H", "H", "H", "H", "H", "H", "H", "H", "H", "H", "O", "C", "O", "C", "C", "Cl", "N", "N", "C", "C", "O", "O", "C", "C", "C", "C", "C", "C", "H", "H", "H", "H", "H", "H", "N", "C", "C", "N", "C", "H", "H", "H", "H", "N", "S", "C", "C", "C", "C", "C", "C", "C", "C", "C", "C", "C", "C", "H", "H", "H", "H", "H", "H", "H", "H", "H", "H", "H", "C", "C", "C", "O", "P", "S", "S", "O", "C", "C", "C", "H", "H", "H", "H", "H", "H", "H", "H", "H", "H", "H", "H", "H", "H"], "positions_angstrom": [[0.93121, 0.73458, -0.77773], [-0.79363, 3.43290, -3.23064], [0.27901, 2.55969, -3.88780], [-0.15960, 1.09412, -3.90857], [1.57635, 2.70894, -3.15640], [2.77173, 3.22193, -3.66482], [3.63891, 3.19574, -2.59658], [2.99477, 2.70066, -1.53533], [1.73238, 2.40106, -1.86655], [3.68550, 2.55355, -0.16440], [4.52786, 1.27894, -0.15167], [5.83011, 1.25589, -0.49838], [6.23728, -0.05430, -0.55001], [5.09121, -0.79285, -0.21520], [4.07616, 0.03010, 0.02423], [5.02483, -2.28144, -0.06903], [4.68424, -2.65784, 1.37207], [4.00569, -2.89616, -1.02438], [2.61635, 2.62186, 0.93158], [2.86595, 2.94241, 2.21363], [1.71357, 3.45867, 2.76434], [0.77557, 3.41798, 1.71995], [1.33470, 2.89262, 0.63309], [-0.59741, 4.01034, 1.69023], [-0.51565, 5.35014, 0.95366], [-1.15956, 4.20617, 3.09545], [-1.76054, 3.25024, -3.69547], [-0.55301, 4.49142, -3.33119], [-0.86669, 3.18570, -2.16905], [0.43982, 2.89657, -4.92138], [-0.33682, 0.75666, -2.87486], [0.61236, 0.47287, -4.36379], [-1.08058, 0.98773, -4.48172], [2.97913, 3.54008, -4.66553], [4.66373, 3.50148, -2.53309], [4.43214, 3.48079, -0.02395], [6.37107, 2.16690, -0.66454], [7.21109, -0.43585, -0.78308], [6.01792, -2.67766, -0.31198], [3.67808, -2.32433, 1.60133], [5.38404, -2.20053, 2.06853], [4.72074, -3.73674, 1.50055], [3.00807, -2.56693, -0.74591], [4.04192, -3.98258, -0.96663], [4.18415, -2.59727, -2.05480], [3.84344, 2.80798, 2.64109], [1.57851, 3.82613, 3.76363], [-1.26015, 3.35730, 1.11531], [0.13912, 6.03550, 1.48906], [-1.50519, 5.79089, 0.87396], [-0.11774, 5.19661, -0.04544], [-0.56635, 4.93546, 3.64607], [-1.15733, 3.26780, 3.64636], [-2.18231, 4.57232, 3.04130], [0.16874, -4.66864, -4.48838], [1.06674, -4.00957, -3.70706], [2.23769, -4.22994, -3.81778], [0.45149, -3.08585, -2.73556], [-0.70849, -3.31298, -2.01193], [-1.60815, -4.76993, -1.88722], [-0.91629, -2.27497, -1.14804], [0.08887, -1.34929, -1.28523], [0.90380, -1.83466, -2.26414], [2.02213, -0.97317, -2.67363], [2.66598, -1.12591, -3.70548], [2.19634, -0.01786, -1.81286], [-2.03313, -2.13883, -0.32464], [-1.88657, -1.62796, 0.95952], [-2.99361, -1.46754, 1.76486], [-4.24501, -1.86232, 1.32182], [-4.38986, -2.37861, 0.04478], [-3.29845, -2.50127, -0.78992], [-0.74078, -4.44121, -4.25044], [-0.89623, -1.37304, 1.29611], [-2.88161, -1.01776, 2.74060], [-5.10828, -1.73667, 1.95560], [-5.37061, -2.64521, -0.31807], [-3.42584, -2.84544, -1.80484], [1.54970, 0.06123, 3.25957], [0.26750, 0.51217, 3.42616], [-0.22252, 0.71908, 2.17400], [0.73719, 0.39080, 1.25077], [1.79051, -0.00350, 1.93623], [2.19323, -0.18888, 3.99200], [-0.16700, 0.66366, 4.39421], [-1.19381, 1.06716, 1.87571], [2.72792, -0.27670, 1.46946], [1.30355, -2.46627, 1.42965], [1.09899, -4.01676, 1.47370], [-0.50159, -4.23860, 2.33914], [-0.87943, -3.35044, 3.33352], [-2.10469, -3.49651, 3.95086], [-2.96135, -4.51899, 3.56538], [-2.58116, -5.39785, 2.56291], [-1.34923, -5.26410, 1.95134], [2.07293, -4.47278, 2.92433], [2.43944, -5.79684, 3.13297], [3.22338, -6.11990, 4.22309], [3.63630, -5.13135, 5.11031], [3.26089, -3.80956, 4.89722], [2.48574, -3.48252, 3.80620], [1.31196, -2.14235, 0.46970], [-0.21507, -2.53836, 3.58913], [-2.40154, -2.80087, 4.72234], [-3.92990, -4.61300, 4.03403], [-3.25308, -6.18329, 2.24931], [-1.04826, -5.94040, 1.16472], [2.11742, -6.55804, 2.43635], [3.53071, -7.14552, 4.37870], [4.25615, -5.39177, 5.95612], [3.59395, -3.04067, 5.58187], [2.20523, -2.46378, 3.59516], [-5.52410, 4.46211, -0.69097], [-4.02783, 4.71946, -0.60000], [-3.51893, 5.40519, -1.86342], [-3.25050, 3.55247, -0.36291], [-3.56185, 2.03215, -0.81015], [-5.11221, 1.24653, 0.12883], [-1.77556, 1.12596, -0.67600], [-3.91399, 2.25529, -2.39518], [-4.76222, 1.33221, -3.05595], [-5.11225, 1.94734, -4.40548], [-4.09347, -0.02823, -3.18376], [-6.04393, 5.41490, -0.77895], [-5.87797, 3.93110, 0.18919], [-5.73839, 3.85228, -1.56522], [-3.82706, 5.35972, 0.27295], [-3.65262, 4.73783, -2.71059], [-2.46057, 5.63050, -1.76409], [-4.07120, 6.32583, -2.03784], [-5.67356, 1.21179, -2.45084], [-4.21286, 2.05759, -5.00751], [-5.55707, 2.92955, -4.26204], [-5.82141, 1.31316, -4.92948], [-3.16701, 0.05832, -3.74759], [-4.76353, -0.73031, -3.67502], [-3.85902, -0.40285, -2.18775]]}